[1]
{"formula": "C4H4N2S2", "method": "ωB97M-V with the def2-TZVPD basis set", "elements": ["C", "C", "C", "C", "N", "N", "S", "S", "H", "H", "H", "H"], "positions_angstrom": [[-0.42488, 0.00519, 1.17114], [0.60858, -0.90291, 1.09346], [-0.53228, -0.14773, -2.38608], [-0.87006, 1.57672, -0.75627], [-1.06277, 0.91915, -1.99985], [-0.61613, 0.92538, 0.27698], [1.83995, -1.00541, -0.09323], [0.44325, -1.39321, -1.62741], [-1.17994, -0.22573, 2.00451], [0.72376, -1.43314, 2.03167], [-0.86523, -0.52321, -3.32196], [-0.86392, 2.76337, -0.93637]], "forces_ev_per_angstrom": [[0.273, -2.837, 1.023], [-0.527, 0.974, 2.553], [0.228, 0.443, 1.615], [1.345, 0.233, -1.269], [-0.804, 1.547, -0.177], [-1.271, 2.906, -0.410], [-1.158, 0.596, -0.747], [0.875, -1.071, -1.020], [1.010, 0.981, -1.343], [0.262, -0.525, -0.326], [-0.144, -0.573, -0.936], [-0.090, -2.674, 1.038]], "smiles": "c1csscncn1", "fmax_ev_per_a": 3.2, "total_energy_ev": -28860.372, "de_lowest_ev": 3.167, "gap_ev": 7.64}

[2]
{"formula": "C4H4N3O5S", "method": "ωB97M-V with the def2-TZVPD basis set", "elements": ["C", "C", "C", "C", "N", "N", "N", "O", "O", "O", "O", "O", "S", "H", "H", "H", "H"], "positions_angstrom": [[1.62419, 0.06123, -0.97450], [1.10467, 0.62291, 1.00835], [-0.10086, -0.04911, 0.40343], [-0.47752, -0.94607, -1.84816], [2.09560, 0.64028, 0.09283], [0.33312, -0.34482, -0.82890], [1.27436, 1.15122, 2.28852], [2.09126, 2.05495, 2.41686], [-2.25283, 0.40164, 1.90011], [0.63149, 0.68660, 3.21270], [-2.29697, 0.72949, -0.52097], [-2.20677, -1.53881, 0.39661], [-1.92095, -0.12238, 0.60203], [2.18909, -0.09099, -1.87307], [-1.02586, -0.16315, -2.37677], [0.15229, -1.50553, -2.53966], [-1.21431, -1.58745, -1.35940]], "forces_ev_per_angstrom": [[0.005, 0.061, 0.192], [-3.237, -2.376, -3.046], [2.223, 1.990, 1.952], [-0.491, -0.182, -0.861], [0.196, 0.192, 0.396], [0.704, -0.015, 0.096], [0.308, 0.568, 1.225], [0.045, 0.031, -0.032], [0.211, -0.120, -0.062], [-0.202, -0.116, -0.109], [-0.122, -0.219, 0.244], [-0.059, 0.286, 0.241], [0.018, 0.214, 0.267], [-0.011, -0.134, -0.241], [0.094, -0.152, -0.017], [0.065, 0.003, 0.080], [0.252, -0.030, -0.323]], "smiles": "Cn1cnc([N+](=O)[O-])c1S(=O)(=O)[O-]", "fmax_ev_per_a": 5.0, "total_energy_ev": -29754.742, "total_charge": -1, "de_lowest_ev": 0.000, "gap_ev": 8.88}

[3]
{"formula": "C4H4N3S", "method": "ωB97M-V with the def2-TZVPD basis set", "elements": ["C", "C", "C", "C", "N", "N", "N", "S", "H", "H", "H", "H"], "positions_angstrom": [[1.14124, 3.10289, -1.57303], [2.40590, 2.75024, -1.81508], [-0.74573, 0.37526, -0.35608], [-0.01343, -1.57247, 0.73424], [0.10245, 2.45103, -1.05007], [-0.06808, 1.33045, -0.62501], [-0.93155, -0.71703, 0.34890], [3.85731, 2.41838, -2.20127], [0.88982, 4.13048, -1.82728], [-0.29379, -2.52022, 1.15031], [1.02768, -1.32688, 0.61669], [-1.91437, -0.97064, 0.47750]], "forces_ev_per_angstrom": [[0.052, 0.752, -0.245], [1.143, -0.759, -0.363], [0.852, 0.809, -1.033], [0.984, -0.698, 0.413], [-0.394, 1.511, -0.029], [-0.870, -1.691, 0.641], [-1.023, -0.097, 0.327], [-0.831, 0.186, 0.339], [0.098, -0.073, -0.013], [-0.296, -0.087, 0.037], [0.033, 0.117, -0.127], [0.252, 0.031, 0.053]], "fmax_ev_per_a": 2.0, "total_energy_ev": -19505.055, "total_charge": 1, "de_lowest_ev": 2.602, "gap_ev": [6.19, 7.04]}

[4]
{"formula": "C4H4N4", "method": "ωB97M-V with the def2-TZVPD basis set", "elements": ["C", "C", "C", "C", "H", "H", "H", "H", "N", "N", "N", "N"], "positions_angstrom": [[-1.29995, 0.13488, -0.73316], [-0.06549, 0.00838, -1.83616], [1.01931, -0.28374, 2.00420], [-0.36549, -0.04544, 0.48586], [-2.15382, -0.65390, -0.72114], [-1.90516, 1.15063, -1.02782], [0.11438, 0.39341, -2.82465], [1.33882, 0.00169, 3.12433], [1.07286, -0.06307, -1.22978], [0.92224, -0.05896, 0.08609], [1.66494, -0.20010, 0.91517], [-0.34265, -0.38378, 1.75707]], "forces_ev_per_angstrom": [[-0.291, -0.002, -1.404], [-0.110, 0.662, 2.767], [-2.197, -0.174, 6.033], [-2.634, -0.431, -0.358], [1.813, 1.052, -0.382], [1.888, -2.122, 1.410], [-1.104, -0.474, -0.667], [-0.192, -1.511, -3.025], [0.660, 0.434, -2.957], [-11.882, 1.523, -11.685], [14.396, -0.989, 10.097], [-0.346, 2.033, 0.172]], "fmax_ev_per_a": 17.6, "total_energy_ev": -10168.186, "de_lowest_ev": 4.652, "gap_ev": 9.52}

[5]
{"formula": "C4H4N4", "method": "ωB97M-V with the def2-TZVPD basis set", "elements": ["C", "C", "C", "C", "H", "H", "H", "H", "N", "N", "N", "N"], "positions_angstrom": [[0.44385, 0.11006, -0.56599], [0.95701, 1.29321, 0.07529], [-0.84486, -0.36629, 0.07949], [-2.19779, 0.29534, -0.25863], [2.30120, -0.63235, -0.91771], [1.45404, -1.22977, 0.41287], [0.04916, 0.21759, -1.64787], [-1.45910, -0.95888, 1.85224], [1.42957, -1.05796, -0.66124], [1.51715, 2.18045, 0.65094], [-0.62032, -0.97448, 1.32302], [-3.02991, 1.12308, -0.34242]], "forces_ev_per_angstrom": [[-1.538, -2.468, -4.307], [2.766, 4.308, 2.615], [-0.262, -1.247, 7.076], [0.654, 1.556, 0.473], [0.663, 0.089, -0.033], [0.722, -0.420, -2.276], [1.277, 0.917, 1.348], [-1.318, -0.484, 0.504], [-1.942, 1.246, 3.544], [-2.593, -3.856, -2.597], [-0.322, 2.874, -6.360], [1.895, -2.514, 0.013]], "smiles": "[H]/N=C(\\C#N)[C@H](N)C#N", "fmax_ev_per_a": 7.2, "total_energy_ev": -10169.849, "de_lowest_ev": 2.989, "gap_ev": 9.87}

[6]
{"formula": "C4H4N4", "method": "ωB97M-V with the def2-TZVPD basis set", "elements": ["C", "C", "C", "C", "H", "H", "H", "H", "N", "N", "N", "N"], "positions_angstrom": [[-0.51514, 2.53970, 1.07732], [0.30548, 0.17403, 0.86014], [0.31930, -0.74058, -0.25321], [0.77199, -2.08049, -0.44480], [-0.56514, 3.21041, 0.15289], [-1.47349, 2.48627, 1.42382], [0.47244, 2.81638, 1.80455], [0.92815, 0.22955, 1.84638], [-0.39044, 1.17688, 0.54057], [-0.52703, -0.10891, -1.18515], [-1.02373, 0.92150, -0.71787], [1.27666, -3.14641, -0.44674]], "forces_ev_per_angstrom": [[4.069, 0.417, -1.249], [4.441, -3.508, 1.956], [-1.611, 2.025, 0.361], [1.963, -2.242, 0.652], [0.480, -0.759, 1.439], [-2.255, 0.919, 2.135], [-3.320, -0.808, -1.941], [-1.279, -0.561, -2.140], [-2.193, 1.961, -2.417], [0.625, -2.928, 0.540], [0.708, 2.588, 0.854], [-1.627, 2.897, -0.190]], "smiles": "Cn1cc(C#N)nn1", "fmax_ev_per_a": 6.0, "total_energy_ev": -10170.185, "de_lowest_ev": 2.653, "gap_ev": 9.96}

[7]
{"formula": "C4H4N4O", "method": "ωB97M-V with the def2-TZVPD basis set", "elements": ["C", "C", "C", "C", "H", "H", "H", "H", "N", "N", "N", "N", "O"], "positions_angstrom": [[1.03358, -0.51937, -0.00784], [1.36031, 1.02610, -0.06193], [-0.88684, 1.76845, 0.02449], [-1.33734, -0.57486, -0.03336], [1.96787, -2.24850, -0.05108], [2.42987, 1.18443, -0.02165], [-1.29170, 2.81131, 0.10331], [-1.98469, -2.40395, -0.00509], [0.57668, 1.92785, -0.00250], [-1.62741, 0.78894, 0.01084], [-2.26176, -1.38712, -0.00734], [-0.07766, -1.10035, 0.00939], [2.09909, -1.27295, 0.04276]], "forces_ev_per_angstrom": [[-0.944, 1.325, -0.266], [2.981, -5.959, 0.479], [2.039, 2.674, 0.242], [1.334, 0.407, 0.384], [-0.639, 1.258, 0.202], [0.352, 0.257, -0.206], [-0.021, -1.143, -0.136], [0.104, 1.778, -0.012], [-4.084, 3.646, -0.061], [-1.688, -0.721, -0.135], [-3.264, -2.357, -0.175], [1.221, -0.475, -0.152], [2.609, -0.691, -0.164]], "smiles": "[H]/N=c1/ncncc(O)n1", "fmax_ev_per_a": 6.7, "total_energy_ev": -12218.193, "de_lowest_ev": 2.317, "gap_ev": 8.80}

[8]
{"formula": "C4H4NO", "method": "ωB97M-V with the def2-TZVPD basis set", "elements": ["C", "C", "C", "C", "N", "O", "H", "H", "H", "H"], "positions_angstrom": [[-2.01877, 1.76476, 0.17934], [-2.14689, 0.47709, -0.08166], [-0.74234, -1.33181, -0.01684], [-0.75545, 1.03051, 0.11284], [0.03700, -0.00268, 0.12220], [-2.04414, -0.81169, -0.14122], [-0.33368, -1.93345, -0.88737], [-0.65441, -1.95217, 0.89402], [-0.05719, 3.27728, -1.05461], [1.05201, -0.05716, 0.23325]], "forces_ev_per_angstrom": [[1.564, -1.351, -0.388], [1.618, -0.835, 0.603], [2.257, 0.469, 0.056], [-1.208, 0.727, 0.320], [-0.062, -0.748, 0.001], [-2.704, -0.456, -0.801], [-1.044, 0.967, 0.621], [-0.204, 0.498, -0.280], [0.190, 0.098, -0.107], [-0.406, 0.632, -0.026]], "fmax_ev_per_a": 2.9, "total_energy_ev": -7733.035, "total_charge": 1, "de_lowest_ev": 7.409, "gap_ev": [10.93, 6.94]}

[9]
{"formula": "C4H4NS", "method": "ωB97M-V with the def2-TZVPD basis set", "elements": ["C", "C", "C", "C", "N", "S", "H", "H", "H", "H"], "positions_angstrom": [[-0.40836, 0.36232, 0.74230], [-0.60390, -1.01551, 1.45080], [0.59075, 1.22630, -1.40114], [1.05859, -0.01398, -1.33240], [0.20272, 0.43709, -0.32483], [0.03762, -2.47762, 1.07332], [-1.08921, 1.12539, 1.00627], [-1.41025, -0.89771, 2.19124], [0.33242, 2.21349, -1.81286], [1.28962, -0.95978, -1.59270]], "forces_ev_per_angstrom": [[-1.652, -3.767, 2.437], [0.040, 0.317, -0.758], [0.565, -0.765, -0.709], [-1.828, 3.645, 0.390], [1.182, 1.158, -1.099], [-0.475, 2.039, 0.244], [-0.231, 1.075, 0.469], [0.521, -0.298, -0.034], [0.420, -0.680, 0.171], [1.458, -2.725, -1.109]], "smiles": "S=CC=[N+]1C=C1", "fmax_ev_per_a": 4.8, "total_energy_ev": -16525.904, "total_charge": 1, "de_lowest_ev": 3.532, "gap_ev": 7.79}

[10]
{"formula": "C4H4O", "method": "ωB97M-V with the def2-TZVPD basis set", "elements": ["C", "C", "C", "C", "O", "H", "H", "H", "H"], "positions_angstrom": [[-1.42874, 0.07279, 0.04035], [-0.04440, -0.47345, 0.21565], [1.05508, 0.15971, -0.15993], [2.31546, 0.37807, -0.29274], [3.42962, 0.71340, -0.46236], [-1.39244, 1.13530, -0.20833], [-2.02339, -0.07315, 0.94879], [-1.94653, -0.45576, -0.77063], [0.03536, -1.45691, 0.68921]], "forces_ev_per_angstrom": [[0.011, 0.073, -0.003], [0.114, 0.039, -0.004], [0.034, 0.026, 0.039], [0.563, 0.171, -0.059], [-0.838, -0.280, 0.107], [-0.031, -0.153, 0.016], [0.094, 0.003, -0.117], [0.095, 0.013, 0.128], [-0.042, 0.108, -0.106]], "smiles": "CC=C=C=O", "fmax_ev_per_a": 0.9, "total_energy_ev": -6258.009, "de_lowest_ev": 1.371, "gap_ev": 8.44}

[11]
{"formula": "C4H4O", "method": "ωB97M-V with the def2-TZVPD basis set", "elements": ["C", "C", "C", "C", "O", "H", "H", "H", "H"], "positions_angstrom": [[-1.77961, 0.19869, -0.07921], [-0.32609, 0.29045, -0.13561], [0.88063, 0.23137, -0.10398], [2.22967, -0.25559, 0.10388], [3.26320, 0.25129, -0.26614], [-2.23461, 1.09730, 0.34209], [-2.03586, -0.64834, 0.56320], [-2.21642, 0.02066, -1.06529], [2.22314, -1.21113, 0.66082]], "forces_ev_per_angstrom": [[-0.112, -0.005, 0.034], [0.530, -0.139, 0.063], [-0.604, -0.096, -0.006], [0.500, 0.175, -0.161], [-0.603, -0.138, 0.149], [0.103, -0.023, -0.065], [-0.083, 0.101, -0.070], [0.133, 0.071, 0.068], [0.134, 0.054, -0.013]], "smiles": "CC#CC=O", "fmax_ev_per_a": 0.6, "total_energy_ev": -6257.904, "de_lowest_ev": 1.476, "gap_ev": 10.69}

[12]
{"formula": "C4H4O", "method": "ωB97M-V with the def2-TZVPD basis set", "elements": ["C", "C", "C", "C", "O", "H", "H", "H", "H"], "positions_angstrom": [[0.78347, 0.58790, -1.06256], [0.44746, 1.59223, -0.30368], [-0.37888, -1.06686, 0.79761], [-0.07338, -0.43226, -0.44509], [-1.34747, -0.74546, -0.21072], [1.47205, 0.44082, -1.75680], [-0.08452, 2.21085, 0.35388], [-0.29097, -2.14599, 0.83903], [-0.52777, -0.44123, 1.78832]], "forces_ev_per_angstrom": [[-3.101, 1.354, 3.131], [0.326, -2.056, -1.333], [-0.494, 0.402, 2.677], [1.172, 1.652, 0.644], [-1.277, 0.576, -1.196], [2.895, -0.622, -3.186], [-0.424, 0.192, 0.685], [0.384, 0.017, 0.644], [0.518, -1.515, -2.067]], "fmax_ev_per_a": 4.6, "total_energy_ev": -6253.496, "de_lowest_ev": 5.883, "gap_ev": [8.16, 8.26]}